Record 1
Below is 9 unconnected molecules or ions with the total composition C34H78B2F8N8O6 at a distorted geometry, with properties calculated with ωB97M-V/def2-TZVPD.

Last column: Löwdin charge in e.
Positions of all 136 atoms, in Å:
C (-2.45, 6.72, 3.72)  0.021
C (-1.41, 7.81, 3.65)  -0.320
O (-1.25, 8.46, 2.63)  0.142
N (-0.46, 8.01, 4.90)  0.121
H (-0.73, 8.77, 5.50)  0.179
H (-0.41, 7.15, 5.43)  0.169
C (0.99, 8.37, 4.43)  0.061
H (-2.08, 5.73, 3.44)  0.105
H (-3.20, 7.00, 2.98)  0.095
H (-2.92, 6.80, 4.70)  0.102
H (1.23, 7.76, 3.55)  0.106
H (1.55, 8.18, 5.35)  0.112
H (0.98, 9.44, 4.25)  0.107
C (6.03, 2.64, 6.67)  0.032
C (6.58, 1.21, 6.74)  -0.322
O (7.32, 0.90, 7.69)  0.157
N (6.15, 0.29, 5.57)  0.112
H (5.46, 0.70, 4.96)  0.172
H (7.00, 0.12, 5.06)  0.180
C (5.49, -0.90, 6.25)  0.025
H (6.53, 3.11, 5.82)  0.101
H (6.23, 3.17, 7.60)  0.111
H (4.98, 2.78, 6.43)  0.101
H (4.71, -0.52, 6.90)  0.116
H (6.18, -1.55, 6.79)  0.114
H (4.87, -1.43, 5.52)  0.101
C (-5.52, -0.87, 4.19)  0.064
N (-6.10, -1.39, 2.93)  -0.088
C (-7.32, -1.01, 2.54)  0.034
C (-7.87, -1.70, 1.47)  0.084
C (-7.06, -2.58, 0.64)  -0.117
C (-5.71, -2.60, 0.92)  0.053
C (-5.28, -2.11, 2.16)  0.030
C (-7.61, -3.34, -0.47)  -0.153
C (-8.52, -2.68, -1.30)  0.068
C (-8.91, -3.28, -2.50)  0.058
N (-8.45, -4.55, -2.79)  -0.069
C (-7.61, -5.19, -1.98)  0.039
C (-7.10, -4.57, -0.82)  0.065
C (-8.71, -5.06, -4.19)  0.062
H (-6.04, 0.03, 4.49)  0.120
H (-4.43, -0.78, 4.08)  0.113
H (-5.67, -1.69, 4.90)  0.127
H (-7.84, -0.28, 3.14)  0.162
H (-8.91, -1.50, 1.26)  0.136
H (-5.08, -3.28, 0.36)  0.128
H (-4.28, -2.16, 2.54)  0.153
H (-8.79, -1.65, -1.11)  0.135
H (-9.52, -2.84, -3.27)  0.154
H (-7.22, -6.11, -2.37)  0.156
H (-6.29, -5.02, -0.26)  0.137
H (-8.48, -4.34, -4.97)  0.114
H (-9.77, -5.27, -4.07)  0.123
H (-8.21, -6.00, -4.43)  0.112
C (-0.41, -9.62, 4.88)  -0.032
C (1.01, -9.10, 4.59)  -0.280
C (0.96, -7.87, 3.69)  -0.212
O (2.23, -7.45, 3.27)  -0.183
C (2.23, -6.52, 2.17)  -0.064
N (1.76, -8.91, 5.90)  0.251
H (1.47, -8.04, 6.31)  0.170
H (1.38, -9.59, 6.55)  0.166
H (2.76, -8.92, 5.98)  0.181
H (-1.04, -8.89, 5.38)  0.097
H (-0.39, -10.61, 5.32)  0.102
H (-0.98, -9.87, 3.98)  0.100
H (1.55, -9.95, 4.19)  0.163
H (0.34, -7.08, 4.12)  0.136
H (0.41, -8.12, 2.78)  0.133
H (1.89, -7.12, 1.33)  0.085
H (3.22, -6.11, 1.99)  0.103
H (1.35, -5.86, 2.17)  0.085
C (7.70, -0.01, -3.43)  -0.013
C (9.12, -0.25, -4.06)  -0.274
C (9.97, 0.97, -4.47)  -0.199
O (11.35, 0.63, -4.52)  -0.209
C (12.11, 1.50, -5.45)  -0.003
N (9.87, -1.13, -3.09)  0.212
H (9.58, -2.08, -3.23)  0.168
H (10.83, -1.29, -3.38)  0.162
H (9.75, -0.81, -2.14)  0.173
H (7.00, 0.38, -4.17)  0.089
H (7.59, 0.56, -2.51)  0.092
H (7.27, -0.95, -3.07)  0.076
H (9.30, -0.91, -4.90)  0.155
H (9.74, 1.76, -3.75)  0.135
H (9.56, 1.21, -5.45)  0.138
H (13.13, 1.19, -5.22)  0.101
H (12.00, 2.53, -5.12)  0.098
H (11.80, 1.27, -6.47)  0.099
C (-0.12, -0.34, -5.28)  -0.044
C (-0.52, -0.26, -6.73)  -0.281
C (0.66, 0.16, -7.60)  -0.180
O (1.48, -1.01, -7.71)  -0.197
C (2.71, -0.71, -8.40)  -0.047
N (-1.16, -1.60, -7.15)  0.246
H (-0.98, -1.88, -8.11)  0.172
H (-1.01, -2.32, -6.45)  0.165
H (-2.14, -1.39, -7.18)  0.159
H (-0.78, -0.73, -4.50)  0.086
H (0.24, 0.63, -4.94)  0.102
H (0.71, -1.02, -5.12)  0.099
H (-1.40, 0.37, -6.90)  0.146
H (1.22, 0.91, -7.05)  0.141
H (0.26, 0.49, -8.56)  0.141
H (3.37, -0.04, -7.85)  0.091
H (2.48, -0.19, -9.34)  0.099
H (3.26, -1.64, -8.53)  0.102
C (-5.42, 3.91, -2.90)  -0.041
C (-5.48, 5.04, -3.86)  -0.325
C (-4.27, 5.93, -3.88)  -0.189
O (-3.13, 5.26, -4.47)  -0.161
C (-1.98, 5.82, -3.79)  -0.064
N (-5.77, 4.58, -5.27)  0.243
H (-6.15, 5.39, -5.74)  0.177
H (-5.01, 4.30, -5.87)  0.166
H (-6.44, 3.82, -5.36)  0.171
H (-5.22, 4.23, -1.88)  0.104
H (-4.63, 3.20, -3.13)  0.093
H (-6.36, 3.35, -2.79)  0.089
H (-6.40, 5.60, -3.66)  0.166
H (-4.18, 6.10, -2.80)  0.133
H (-4.58, 6.89, -4.29)  0.148
H (-2.01, 5.63, -2.71)  0.090
H (-1.87, 6.90, -3.82)  0.104
H (-1.10, 5.32, -4.20)  0.096
B (-0.03, 5.26, 9.74)  -1.255
F (-0.08, 4.59, 8.49)  0.031
F (-0.22, 4.34, 10.76)  0.108
F (1.25, 5.81, 9.89)  0.075
F (-0.98, 6.33, 9.70)  0.043
B (1.83, 1.83, 2.26)  -1.516
F (0.77, 2.11, 1.46)  0.133
F (1.47, 1.78, 3.57)  0.132
F (2.42, 0.65, 1.96)  0.115
F (2.81, 2.75, 2.18)  0.136

Computed properties:
Orbital gap: 2.70 eV
Charge: +6
E_LUMO: -12.8 eV
Energy: -3078.3870 a.u.

***

Record 2
Below is C4H8O2 in the gas phase at a distorted geometry, with properties calculated with ωB97M-V/def2-TZVPD.

Last column: Löwdin charge in e.
Positions of all 14 atoms, in Å:
O (-1.60, 0.41, 0.83)  0.015
C (-1.37, 0.39, -0.47)  -0.239
C (-0.15, 0.91, -1.00)  -0.207
C (1.12, 0.69, -0.10)  -0.077
O (0.85, -0.08, 1.04)  -0.231
C (0.69, -1.43, 0.62)  -0.086
H (-0.72, 0.40, 1.31)  0.093
H (-2.08, -0.21, -1.04)  0.118
H (-0.18, 2.00, -0.95)  0.125
H (-0.03, 0.61, -2.05)  0.117
H (1.55, 1.63, 0.27)  0.089
H (0.06, -1.46, -0.28)  0.083
H (1.67, -1.86, 0.39)  0.097
H (0.19, -1.99, 1.42)  0.104

Computed properties:
Orbital gap (spin up / spin down): 8.95 / 6.89 eV
E_LUMO (spin up / spin down): 0.9 / 0.1 eV
Energy: -307.5289 a.u.
Energy relative to the best compared isomer or geometry (same formula, charge and spin): 4.9936 eV

***

Record 3
Below is 10 unconnected molecules or ions with the total composition C18H51BF4NO8 at a distorted geometry, with properties calculated with ωB97M-V/def2-TZVPD.

Last column: Löwdin charge in e.
Positions of all 83 atoms, in Å:
B (-57.87, 52.48, 79.46)  -1.260
F (-58.25, 52.36, 78.07)  0.090
F (-56.52, 52.72, 79.50)  0.171
F (-58.63, 53.55, 79.89)  0.131
F (-58.23, 51.35, 80.19)  0.127
C (-61.62, 51.95, 81.38)  -0.042
C (-62.39, 50.83, 80.57)  -0.205
N (-63.08, 50.09, 79.85)  0.080
H (-62.04, 52.84, 81.22)  -0.016
H (-61.69, 51.62, 82.48)  0.090
H (-60.42, 51.75, 81.03)  0.143
C (-60.79, 57.34, 81.25)  -0.027
C (-60.94, 55.75, 81.44)  -0.208
O (-60.82, 55.10, 80.10)  -0.131
H (-60.74, 57.79, 82.16)  0.024
H (-61.70, 57.65, 80.72)  0.077
H (-59.92, 57.48, 80.71)  0.048
H (-61.67, 55.12, 81.78)  0.065
H (-60.17, 55.42, 82.03)  0.061
H (-59.86, 54.94, 79.93)  0.054
C (-55.68, 53.21, 83.47)  -0.095
C (-56.53, 54.42, 82.94)  -0.345
O (-55.95, 54.99, 81.80)  -0.124
H (-55.87, 53.17, 84.51)  0.028
H (-54.48, 53.54, 83.57)  0.123
H (-55.49, 52.36, 82.78)  0.057
H (-56.62, 55.23, 83.80)  0.135
H (-57.63, 54.09, 82.75)  0.116
H (-56.00, 54.44, 80.95)  0.090
C (-58.02, 47.02, 83.61)  -0.016
C (-57.15, 47.98, 82.62)  -0.260
O (-57.50, 49.32, 82.92)  -0.138
H (-57.57, 47.19, 84.48)  0.024
H (-57.67, 46.15, 83.37)  0.000
H (-59.02, 47.33, 83.46)  0.072
H (-57.44, 47.91, 81.54)  0.110
H (-56.16, 47.98, 82.85)  0.071
H (-58.08, 49.73, 82.19)  0.110
C (-52.34, 54.88, 78.83)  -0.087
C (-53.92, 54.66, 78.67)  -0.240
O (-54.37, 55.57, 77.66)  -0.048
H (-51.75, 54.25, 79.54)  0.079
H (-52.19, 55.74, 79.37)  0.013
H (-51.76, 55.01, 77.92)  0.062
H (-54.36, 54.73, 79.65)  0.079
H (-53.98, 53.51, 78.19)  0.148
H (-55.24, 55.59, 77.68)  -0.058
C (-60.71, 47.48, 78.87)  -0.079
C (-59.76, 48.68, 78.46)  -0.405
O (-58.89, 48.80, 79.44)  -0.126
H (-61.35, 46.96, 77.94)  0.127
H (-61.31, 47.81, 79.53)  -0.051
H (-60.18, 46.58, 79.21)  0.060
H (-60.35, 49.68, 78.35)  0.131
H (-59.26, 48.42, 77.44)  0.121
H (-58.62, 49.83, 79.57)  0.117
C (-59.63, 50.56, 73.72)  -0.063
C (-58.87, 51.41, 74.82)  -0.355
O (-58.75, 50.67, 75.93)  -0.040
H (-59.23, 49.56, 73.87)  0.075
H (-59.41, 50.83, 72.77)  0.019
H (-60.68, 50.71, 73.93)  0.066
H (-59.52, 52.34, 75.09)  0.135
H (-57.99, 51.73, 74.27)  0.097
H (-58.30, 51.12, 76.58)  0.015
C (-57.57, 56.88, 76.00)  -0.085
C (-58.11, 55.77, 76.88)  -0.297
O (-57.17, 55.51, 77.87)  -0.038
H (-56.47, 57.15, 75.52)  0.130
H (-57.68, 57.90, 76.48)  0.075
H (-58.09, 56.86, 75.03)  0.052
H (-58.29, 54.88, 76.41)  0.092
H (-59.00, 56.01, 77.18)  0.064
H (-57.46, 54.73, 78.29)  0.034
C (-55.03, 49.14, 79.77)  -0.105
C (-54.51, 50.42, 80.30)  -0.310
O (-54.33, 51.29, 79.20)  -0.055
H (-54.54, 48.78, 78.93)  0.042
H (-56.17, 49.26, 79.41)  0.128
H (-54.91, 48.17, 80.08)  0.036
H (-53.56, 50.08, 80.79)  0.127
H (-55.15, 50.62, 81.09)  0.068
H (-55.18, 51.69, 79.10)  0.020

Computed properties:
Orbital gap: 9.58 eV
Charge: -1
E_LUMO: 2.7 eV
Energy: -1797.3075 a.u.
Energy relative to the best compared isomer or geometry (same formula, charge and spin): 1.7007 eV